Density functional theory data (the ωB97M-V functional and the def2-TZVPD basis) for 2 unconnected molecules or ions with the total composition C5H12N2O at a distorted geometry.

Structure (XYZ):
```
20
Properties=species:S:1:pos:R:3
O -0.906 -5.376 -4.650
N -0.269 0.161 0.190
N -0.740 -0.451 2.890
C 0.082 -5.610 -4.032
C 0.154 3.120 -0.570
C -0.400 0.924 2.372
C 0.720 2.413 0.652
C -0.101 1.116 1.075
H -1.563 -0.470 3.473
H -0.075 -0.699 3.548
H 0.884 3.930 -0.952
H -0.580 3.765 -0.072
H 0.530 0.240 -0.571
H 1.864 2.339 0.455
H 1.020 -5.161 -4.234
H 0.032 -6.514 -3.394
H -0.384 2.471 -1.348
H 0.620 3.004 1.593
H -0.332 -0.854 0.555
H -0.558 1.652 3.020
```

Summary:
- total energy (eV) = -10404.105
- max |F| (hartree/bohr) = 0.128
- net charge = 0
- spin multiplicity = 1
- SMILES = CC/C(N)=C/N.C=O
- Kohn-Sham gap (eV) = 8.61